32
Properties=species:S:1:pos:R:3 method="wB97M-V/def2-TZVPD" e_tot_ev=-18300.7775 e_above_lowest_kj_mol=378.1 homo_energy_ev=-9.2 fmax_ev_per_a=4.83 homo_lumo_gap_ha=0.35639
C -2.660 0.925 1.040
C -1.617 -0.132 0.510
C -2.290 -1.087 -0.430
C -0.347 0.564 -0.102
C -0.619 0.803 -1.646
C 0.033 1.893 0.617
N 1.291 2.415 0.127
O 2.271 2.251 0.825
O 1.329 2.944 -0.952
C 0.844 -0.455 -0.051
C 1.410 -0.967 -1.200
C 2.453 -1.930 -1.082
C 2.990 -2.201 0.177
C 2.505 -1.580 1.290
C 1.350 -0.829 1.205
H -3.267 1.554 0.448
H -2.326 1.584 1.846
H -3.379 0.354 1.532
H -1.369 -0.717 1.512
H -2.452 -0.714 -1.435
H -3.166 -1.539 -0.025
H -1.569 -1.887 -0.557
H -1.452 1.336 -1.638
H 0.030 1.426 -2.239
H -0.842 -0.068 -2.239
H 0.102 1.607 1.609
H -0.769 2.602 0.448
H 1.136 -0.673 -2.142
H 2.870 -2.486 -1.889
H 3.902 -2.795 0.170
H 2.855 -1.808 2.290
H 0.755 -0.392 1.981